1.
Entry from the OMol25 dataset: 3 unconnected molecules or ions with the total composition C25H40BF16N4O11PS2 (ωB97M-V/def2-TZVPD).

Geometry as XYZ:
```
100
Properties=species:S:1:pos:R:3:forces:R:3
C 1.3941 -4.1816 2.9420 0.193 0.032 0.245
C 2.3283 -3.0394 2.6355 0.228 -0.612 0.238
O 2.1482 -2.4743 1.3308 -0.817 0.436 0.481
C 2.2798 -1.1009 1.1420 1.327 -0.819 -1.145
C 2.9809 -0.2628 2.2229 -0.084 0.185 0.628
C 4.5071 -0.2986 2.3008 0.156 -0.064 0.135
C 5.2240 -1.6284 2.4208 0.098 -0.222 -0.047
C 6.7390 -1.4905 2.4896 0.039 -0.077 0.087
N 7.3220 -0.5524 1.5194 0.033 -0.160 -0.095
C 7.1573 -1.0023 0.1517 0.226 -0.388 -0.331
N 7.5423 -2.1214 -0.3242 -0.225 0.353 0.127
N 6.5792 -0.0571 -0.6657 -0.333 -0.162 0.311
C 3.2391 -0.9398 -0.0558 0.072 -0.212 -0.335
O 3.8996 -1.7436 -0.6247 0.117 0.489 0.591
O 3.1795 0.3891 -0.3728 0.044 -0.223 -0.128
C 1.7802 0.7248 -0.3968 -1.431 0.086 -1.311
P 1.6668 2.5509 0.0429 1.214 0.990 1.104
N 2.9331 3.1784 0.7038 -0.173 -0.540 -0.040
B 1.5527 0.8887 -2.0363 -0.077 0.000 -0.114
O 2.6346 1.4396 -2.6789 0.089 0.174 0.565
O 0.4139 0.6270 -2.7069 -0.032 -0.244 0.424
C 0.5416 0.0211 -3.9982 -0.147 0.194 -0.206
C 1.0182 -0.3976 0.4549 0.819 0.299 0.952
S 0.0507 0.0610 1.9785 0.662 -0.329 0.982
O 0.5908 1.2559 2.5466 -0.233 0.555 -0.746
O 0.1692 -1.1179 2.7847 -0.577 -0.268 -0.298
C -1.8392 0.3306 2.0398 -0.719 -0.030 0.042
F -1.9251 1.0570 3.1603 0.285 0.130 -0.047
F -2.3554 -0.8661 2.3052 -0.069 -0.310 -0.273
C -2.8104 1.0012 1.0028 -0.445 0.453 0.365
F -3.8290 1.5018 1.7532 0.035 -0.102 0.222
F -3.3702 0.1070 0.1997 0.467 -0.476 -0.394
C -2.3497 2.2203 0.1836 -0.535 0.116 0.169
F -1.9839 3.1970 1.0133 0.262 -0.107 -0.186
F -3.4030 2.6254 -0.5185 0.108 0.143 -0.157
F -1.3679 1.9314 -0.6577 0.410 -0.119 -0.078
S 0.2087 -1.6065 -0.6879 -0.412 0.231 -1.121
O 1.2115 -1.9708 -1.6384 0.334 0.038 0.315
O -0.9933 -1.0003 -1.1689 -0.754 0.237 0.831
C -0.4055 -3.2576 -0.0250 0.815 -0.847 -0.170
F 0.6242 -4.1033 -0.1747 -0.059 0.115 0.073
F -0.7910 -3.2809 1.2418 -0.340 0.390 -0.154
C -1.5132 -3.8750 -0.9816 -0.011 -0.170 0.202
F -1.4761 -5.1970 -0.6778 0.016 0.116 0.048
F -1.1344 -3.7322 -2.2584 0.065 0.045 0.186
C -3.0061 -3.4535 -0.8510 -0.108 0.053 -0.474
F -3.2737 -2.4838 -1.7391 0.070 0.069 0.158
F -3.3066 -3.0271 0.3819 0.155 0.143 0.145
C -3.9808 -4.6246 -1.1822 -0.426 0.299 0.058
F -5.1936 -4.0898 -1.3638 0.034 -0.072 0.016
F -3.6293 -5.2443 -2.3037 0.072 -0.082 0.080
F -4.0665 -5.4870 -0.1761 0.147 -0.103 -0.114
H 0.4017 -3.8513 3.2084 -0.309 0.016 -0.197
H 1.3935 -4.9311 2.1622 -0.194 -0.077 -0.246
H 1.8096 -4.6567 3.8274 0.038 -0.142 0.173
H 3.3301 -3.4530 2.6707 0.275 0.103 -0.144
H 2.2437 -2.3230 3.4405 -0.066 0.334 -0.112
H 2.5646 -0.4822 3.1976 -0.122 -0.178 0.113
H 2.7193 0.7774 2.0772 0.016 0.140 -0.144
H 4.9462 0.2666 1.4900 -0.040 0.081 -0.325
H 4.7601 0.2818 3.1855 0.012 0.183 0.165
H 4.9212 -2.1272 3.3375 -0.053 -0.083 0.204
H 4.9805 -2.3230 1.6217 -0.165 0.091 -0.325
H 7.0220 -1.1640 3.4857 0.115 0.293 0.119
H 7.1646 -2.4886 2.3744 0.053 -0.233 0.013
H 8.3217 -0.5675 1.6807 0.103 0.259 0.121
H 7.9666 -2.6931 0.3984 0.006 -0.061 0.061
H 6.1427 0.6942 -0.1597 0.034 0.133 0.011
H 5.9612 -0.4661 -1.3505 0.164 0.034 -0.312
H 0.5151 2.7753 0.7943 -0.327 -0.188 -0.285
H 1.3813 3.1991 -1.1683 -0.477 -0.304 -0.190
H 3.6796 2.5181 0.8785 0.172 0.166 0.019
H 2.3525 2.2638 -3.0932 0.140 -0.121 -0.536
H -0.3582 -0.5524 -4.1746 -0.247 -0.017 -0.010
H 1.3832 -0.6579 -4.0366 0.232 -0.095 0.101
H 0.6636 0.7730 -4.7696 -0.051 0.183 -0.120
C -7.5656 1.7494 2.1986 0.013 0.146 0.009
C -7.6476 1.7636 0.6793 0.148 -0.347 0.196
C -7.9634 0.3802 0.1297 -0.018 0.050 -0.137
O -6.4281 2.2496 0.1231 -0.137 0.194 -0.132
H -6.7659 1.0800 2.5275 -0.032 -0.061 -0.013
H -7.3389 2.7457 2.5778 -0.020 0.017 -0.007
H -8.5018 1.4115 2.6444 -0.002 -0.021 0.002
H -8.4170 2.4679 0.3613 0.041 0.061 -0.051
H -7.1737 -0.3252 0.4042 -0.018 -0.003 0.069
H -8.0189 0.4054 -0.9584 -0.022 0.018 -0.009
H -8.9104 0.0039 0.5184 0.003 -0.011 0.019
H -5.7251 1.6489 0.3873 0.030 -0.036 0.038
C -2.0947 5.4538 -2.5353 0.175 0.017 0.126
C -1.1096 4.9974 -3.5994 -0.300 -0.131 -0.013
C -1.8178 4.6347 -4.8946 0.133 -0.050 -0.066
O -0.3417 3.8821 -3.1294 0.201 0.085 0.041
H -2.8021 4.6557 -2.3042 -0.092 -0.043 -0.051
H -1.5712 5.7110 -1.6136 0.012 0.030 -0.014
H -2.6597 6.3247 -2.8676 -0.012 0.001 -0.012
H -0.3848 5.7898 -3.7876 0.092 -0.045 0.019
H -2.5142 3.8086 -4.7267 -0.056 0.039 0.035
H -1.0981 4.3128 -5.6473 0.016 0.030 -0.009
H -2.3788 5.4819 -5.2891 -0.022 0.004 0.006
H -0.9504 3.1550 -2.9596 -0.024 -0.096 -0.016
```
Forces are in eV/Å.

For the HOMO-LUMO gap, the calculation gives 0.3141 Eh. As for the SMILES: [H]/N=C(/N)NCCCC[C@]1(OCC)C(=O)O[C@@]([PH2]=N)(B(O)OC)[C@@]1(S(=O)(=O)C(F)(F)C(F)(F)C(F)(F)F)S(=O)(=O)C(F)(F)C(F)(F)C(F)(F)C(F)(F)F.CC(C)O.CC(C)O. For the HOMO energy, the calculation gives -0.333 Ha.

=====

2.
Entry from the OMol25 dataset: a molecular structure, C25H40FNO4P2TeV (ωB97M-V/def2-TZVPD).

Geometry as XYZ:
```
75
Properties=species:S:1:pos:R:3:forces:R:3
V -0.4691 0.3244 0.9895 2.409 0.576 -0.272
C -2.0275 0.7609 3.3791 -0.566 0.011 0.108
C -3.0635 -0.3573 3.3546 0.234 -0.192 -0.121
C -2.5013 -1.6715 3.9192 -0.068 0.101 -0.008
C -3.7217 -0.4829 1.9883 0.116 0.021 -0.024
C -5.0952 -0.2891 1.9403 -0.035 0.010 0.022
C -5.7811 -0.3396 0.7438 -0.018 0.027 0.014
C -5.0799 -0.5554 -0.4251 -0.084 0.000 0.067
C -3.7021 -0.7625 -0.4445 0.177 -0.020 0.050
C -3.1298 -1.0039 -1.8415 0.185 -0.149 0.051
C -2.8431 -2.4830 -2.1328 -0.142 0.131 0.003
C -1.9199 -0.1503 -2.2164 -0.139 0.036 0.028
C -3.0170 -0.7463 0.7944 -0.753 -0.051 0.012
N -1.6119 -1.0407 0.9042 -1.314 -0.904 -0.533
C -1.2353 -2.3710 1.0764 0.269 -0.664 0.042
C -2.0815 -3.4810 0.9953 0.045 0.266 -0.066
C -1.5824 -4.7588 1.1815 0.036 -0.082 0.015
C -0.2400 -4.9735 1.4636 -0.058 -0.034 -0.010
C 0.6162 -3.8886 1.5893 0.156 0.097 0.033
C 0.0897 -2.6369 1.4011 -0.219 -0.080 0.032
F 0.8880 -1.5153 1.6071 -0.245 0.178 -0.057
H -1.5587 0.8418 4.3585 0.142 0.010 -0.067
H -2.4702 1.7195 3.1125 0.140 0.055 -0.060
H -1.2226 0.5480 2.6593 -0.054 0.066 0.920
H -3.8561 -0.0387 4.0331 -0.036 0.015 -0.018
H -1.4869 -1.8701 3.5718 -0.003 -0.025 -0.020
H -3.1303 -2.5149 3.6354 0.028 -0.034 0.042
H -2.4709 -1.6257 5.0084 0.033 0.017 -0.003
H -5.6309 -0.0974 2.8618 0.009 0.022 -0.004
H -6.8526 -0.1921 0.7211 0.004 0.003 -0.014
H -5.6194 -0.5703 -1.3641 0.032 0.004 -0.002
H -3.9370 -0.7153 -2.5167 -0.015 0.033 0.050
H -1.9542 -2.8271 -1.6074 0.060 -0.047 0.064
H -2.6753 -2.6205 -3.2027 0.016 -0.005 0.014
H -3.6862 -3.1105 -1.8401 0.027 -0.044 -0.020
H -1.0087 -0.6277 -1.8727 0.232 0.017 0.102
H -1.9798 0.8520 -1.7916 0.044 0.038 -0.011
H -1.8571 -0.0566 -3.3025 0.011 -0.016 0.017
H -3.1307 -3.3233 0.7854 -0.007 0.000 -0.026
H -2.2547 -5.6030 1.1082 -0.003 0.011 -0.001
H 0.1375 -5.9760 1.6069 0.003 0.010 -0.002
H 1.6603 -4.0076 1.8479 -0.017 0.008 0.016
C 2.2677 1.0717 -2.6248 -0.014 -0.210 0.275
P 2.1481 0.0143 -1.1717 0.618 -0.052 -0.414
C 3.5643 0.3480 -0.1028 -0.340 -0.026 -0.174
C 2.2597 -1.7008 -1.7274 -0.017 0.362 0.151
O 0.8515 0.2801 -0.4539 -0.385 -0.115 0.216
H 3.2611 0.9993 -3.0680 -0.010 0.012 -0.023
H 2.0622 2.0996 -2.3249 0.016 0.001 0.030
H 1.5182 0.7598 -3.3522 -0.006 0.010 -0.002
H 4.5034 0.1264 -0.6084 0.000 -0.006 -0.009
H 3.4726 -0.2665 0.7932 0.039 -0.006 0.005
H 3.5378 1.4009 0.1804 0.015 0.001 0.006
H 3.1834 -1.8475 -2.2877 -0.011 -0.033 -0.012
H 1.4043 -1.9236 -2.3655 0.006 0.001 -0.012
H 2.2455 -2.3681 -0.8654 0.001 0.002 0.004
C 1.0704 2.2077 4.4716 -0.059 -0.018 -0.221
C 1.5912 2.6125 3.1098 0.249 -0.129 0.453
O 0.7732 2.0563 2.0517 -0.817 -0.279 -0.586
P -0.2010 3.0711 1.1578 0.448 1.874 0.234
O -1.0658 2.0419 0.4447 -0.330 -0.419 -0.292
Te -1.3258 4.6955 2.3927 0.294 -0.199 -0.153
O 0.8317 3.5901 0.0386 -0.289 -0.174 0.295
C 1.5300 4.8488 0.1365 0.136 0.296 -0.107
C 1.7712 5.3922 -1.2543 -0.058 -0.179 0.086
H 1.7596 2.5478 5.2442 0.015 -0.006 -0.003
H 0.9816 1.1216 4.5345 0.024 0.002 0.062
H 0.0968 2.6639 4.6477 -0.004 -0.015 0.021
H 2.6040 2.2404 2.9523 -0.024 -0.011 -0.103
H 1.5956 3.6997 3.0182 -0.035 -0.019 -0.091
H 2.4807 4.6854 0.6525 -0.070 -0.084 0.036
H 0.9337 5.5488 0.7238 -0.029 -0.058 0.030
H 2.3941 4.7115 -1.8368 -0.005 0.032 -0.028
H 2.2855 6.3498 -1.1789 0.004 0.010 -0.030
H 0.8257 5.5402 -1.7747 0.012 0.020 -0.006
```
Forces are in eV/Å.

Its spin multiplicity is 3. The expectation value of S² is 2.027. The relative energy (zero: lowest compared OMol25 entry of this formula, charge and spin) comes out at 0.540 eV. For the HOMO-LUMO gap (spin up / spin down), the calculation gives 0.2492 / 0.2825 Eh. The total charge is +1. For the HOMO energy (spin up / spin down), the calculation gives -0.367 / -0.367 Ha.

=====

Number 1: largest force on an atom 0.0378 Eh/bohr. Number 2: largest force on an atom 0.0485 Eh/bohr.